45
Properties=species:S:1:pos:R:3:mulliken_charge:R:1 method="wB97M-V/def2-TZVPD" smiles="CCOC(=O)/C(=N/CCCN(C)C)NNc1ccc(Br)cc1" total_charge=0 gap_ev=9.04 homo_ev=-8.277 e_tot_ha=-3528.8569 e_above_lowest_kj_mol=8.0
C 2.81 1.89 2.96 -0.875
C 2.87 2.07 1.45 -0.317
H 3.11 3.11 1.18 0.331
H 3.61 1.40 1.01 0.331
O 1.60 1.82 0.85 -0.302
C 1.32 0.57 0.53 0.183
O 2.04 -0.38 0.72 -0.618
C -0.05 0.46 -0.11 0.637
N -0.34 1.31 -0.99 -0.427
C -1.56 1.31 -1.75 -0.775
C -1.35 0.69 -3.13 -0.654
H -0.48 1.16 -3.61 0.298
C -1.09 -0.81 -3.06 -0.155
N -0.67 -1.37 -4.33 -0.073
C -1.75 -1.43 -5.29 -0.990
H -2.13 -0.43 -5.49 0.297
H -2.59 -2.06 -4.95 0.336
H -1.37 -1.83 -6.23 0.365
C -0.05 -2.66 -4.17 -1.005
H -0.74 -3.42 -3.76 0.338
H 0.80 -2.57 -3.50 0.302
H 0.30 -3.01 -5.14 0.371
H -2.00 -1.33 -2.67 0.115
H -0.28 -0.99 -2.35 0.214
H -2.23 0.90 -3.74 0.414
H -2.39 0.80 -1.24 0.365
H -1.82 2.36 -1.88 0.386
N -0.78 -0.63 0.31 0.176
N -0.48 -1.34 1.47 -0.696
C -0.30 -0.65 2.66 0.435
C -0.89 0.60 2.88 -0.056
C -0.73 1.24 4.09 -0.689
C 0.01 0.64 5.09 0.041
C 0.60 -0.60 4.90 -0.564
C 0.44 -1.24 3.68 -0.569
H 0.91 -2.19 3.52 0.328
H 1.18 -1.05 5.68 0.414
Br 0.26 1.55 6.75 -0.196
H -1.19 2.21 4.26 0.447
H -1.47 1.07 2.11 0.375
H 0.23 -2.05 1.31 0.341
H -1.74 -0.70 0.01 0.277
H 2.59 0.86 3.20 0.154
H 3.77 2.16 3.39 0.443
H 2.04 2.53 3.38 0.245